Entry 1:
Entry from OMol25: one molecule with the formula C4H10N2O at a distorted geometry (ωB97M-V/def2-TZVPD).

As for the total energy: -9332.72359 eV. The orbital gap is 6.137 eV. Its energy above the lowest of the compared OMol25 structures with the same formula, charge and spin is 144.45 kcal/mol. As for the strongest force on any atom: 3.5 eV/A.

Element x y z (Å)
N -0.497 1.019 0.775
C 0.096 0.117 -0.223
C 0.456 -1.218 0.219
C 1.247 -1.274 1.481
O 1.526 -0.041 2.100
C -0.786 0.263 -1.489
N -0.729 1.647 -1.947
H -1.120 0.440 1.356
H 0.784 0.589 1.914
H 0.966 0.743 -0.475
H 0.786 -1.942 2.221
H -0.260 -2.035 0.156
H 2.265 -1.651 1.297
H -0.436 -0.469 -2.232
H -1.786 -0.118 -1.231
H -1.138 2.173 -1.196
H -1.375 1.758 -2.727

Atomic forces in eV per Å
0.4698 -2.0077 1.5153
-0.7906 2.1207 -2.6934
-1.0784 1.6446 2.9018
0.4618 0.7250 0.5268
0.3929 -0.2412 -0.1517
0.2964 -1.4916 0.2279
-0.4210 -0.6430 -0.4146
-0.3831 0.2244 -0.3013
-0.0278 0.1149 -0.2203
0.5596 -0.6031 -0.1070
-0.0794 -0.2861 -0.2766
0.3727 -0.3766 -0.9241
-0.1740 -0.4914 -0.2699
0.2630 0.4477 -0.2511
-0.1248 0.3224 0.0874
0.0144 0.5269 0.3212
0.2484 0.0140 0.0297

---

Entry 2:
Entry from OMol25: C11H11BrF5NO10P2W as an isolated structure at a distorted geometry (ωB97M-V/def2-TZVPD).

As for the total energy: -137575.23697 eV. The orbital gap (spin up / spin down) is 5.585 / 5.585 eV. Its energy above the lowest of the compared OMol25 structures with the same formula, charge and spin is 24.25 kcal/mol. The charge is +2. As for the strongest force on any atom: 4.8 eV/A.

Element x y z (Å)
W 1.142 0.732 0.659
O 4.994 0.783 0.742
P 4.103 0.127 -0.348
O 4.623 -0.893 -1.222
O 2.713 -0.258 0.476
O 3.547 1.459 -1.213
P 2.518 2.489 -0.592
O 2.787 3.908 -1.054
O 2.524 2.231 0.916
O 1.050 1.928 -0.888
H 5.936 0.561 0.690
H 3.296 4.112 -1.854
Br 0.879 -0.118 2.950
O -1.248 1.047 0.647
C -1.064 1.838 1.589
O 0.100 2.360 1.680
C -2.129 2.094 2.613
N -3.353 1.275 2.240
C -4.558 2.205 2.292
C -3.959 3.542 1.905
C -2.617 3.561 2.655
H -1.736 1.760 3.570
H -3.465 0.456 2.837
H -3.205 0.923 1.288
H -4.919 2.205 3.318
H -5.332 1.819 1.636
H -4.609 4.361 2.205
H -3.813 3.604 0.825
H -2.754 3.871 3.689
H -1.884 4.223 2.200
F 0.988 -5.262 -2.960
C 0.841 -4.169 -2.241
C 1.421 -2.979 -2.674
F 2.095 -2.941 -3.808
C 1.268 -1.837 -1.925
F 1.752 -0.671 -2.395
C 0.538 -1.886 -0.742
O 0.325 -0.802 0.016
C -0.061 -3.067 -0.330
F -0.775 -3.090 0.794
C 0.095 -4.212 -1.073
F -0.465 -5.346 -0.678

Atomic forces in eV per Å
-3.2660 -1.9402 2.8813
-0.1105 -0.0152 0.1191
-0.6183 0.1315 -0.1842
-0.2111 0.0249 0.1584
1.1567 0.7155 -1.3881
-0.0052 0.3072 0.2550
0.1699 -0.7136 -0.3449
-0.1247 0.1562 -0.0507
0.1291 0.1974 -0.2784
1.2322 0.1165 -0.3237
0.0979 -0.0674 0.0292
0.0808 0.0371 -0.0719
0.3256 0.2200 -0.2938
0.1828 -0.5938 -0.1566
0.5802 0.5983 -0.3626
-0.2673 -0.2843 0.2540
-0.2159 0.3806 -0.0593
0.0374 0.1495 0.0890
0.0852 -0.0841 0.0215
0.1563 0.0045 0.0440
-0.1171 -0.0303 -0.0701
-0.0201 -0.0618 0.0743
-0.0190 0.0341 0.0323
0.0020 -0.0410 -0.0330
0.0118 -0.0311 0.0277
0.0181 -0.0047 -0.0302
0.0161 0.0294 -0.0220
-0.0083 -0.0123 0.0170
0.0056 -0.0214 0.0076
-0.0040 0.0317 0.0281
-0.0071 0.1652 0.0958
0.1364 -0.1687 -0.3079
0.1072 -0.2442 -0.2526
-0.0694 -0.0336 0.0965
0.1469 0.3103 -0.2889
-0.2097 -0.3449 0.5425
0.0157 -0.1257 -0.0142
0.6223 1.5298 -0.2513
-0.1558 -0.2002 0.2035
0.1325 0.1246 -0.1551
-0.1748 -0.4983 0.0657
0.1554 0.2524 -0.1030

---

Entry 3:
Entry from OMol25: C28H32MnN2O3Se as an isolated structure (ωB97M-V/def2-TZVPD).

As for the total energy: -135329.42574 eV. The orbital gap (spin up / spin down) is 6.471 / 6.921 eV. As for the spin multiplicity: 2. Its energy above the lowest of the compared OMol25 structures with the same formula, charge and spin is 3.55 kcal/mol. The charge is +2. As for the strongest force on any atom: 0.7 eV/A.

Element x y z (Å)
Mn -1.637 0.300 -0.101
O 0.240 -0.048 0.220
C 0.701 -0.269 1.477
C 1.922 0.253 1.867
C 2.427 -0.038 3.128
C 1.725 -0.852 4.012
C 0.494 -1.351 3.638
C -0.041 -1.060 2.377
C -1.352 -1.550 2.063
N -2.087 -1.179 1.068
C -3.443 -1.731 0.912
C -4.298 -0.570 0.443
N -3.508 0.100 -0.602
C -4.047 0.438 -1.723
C -3.327 0.981 -2.829
C -4.024 1.454 -3.952
C -3.340 1.956 -5.034
C -1.942 1.974 -5.016
C -1.233 1.496 -3.929
C -1.921 0.996 -2.831
O -1.198 0.519 -1.800
H 2.455 0.901 1.186
H 3.383 0.376 3.423
H 2.131 -1.078 4.987
H -0.081 -1.958 4.326
H -1.779 -2.273 2.759
H -3.802 -2.154 1.850
H -3.419 -2.516 0.153
H -4.459 0.127 1.266
H -5.264 -0.900 0.061
H -5.118 0.278 -1.849
H -5.107 1.425 -3.954
H -3.877 2.327 -5.895
H -1.403 2.365 -5.869
H -0.152 1.499 -3.912
C -3.633 3.128 1.382
C -2.515 2.937 0.381
C -1.525 4.089 0.369
O -1.755 1.744 0.736
H -4.145 4.063 1.155
H -3.226 3.199 2.391
H -4.376 2.331 1.348
H -2.914 2.791 -0.628
H -1.108 4.230 1.366
H -2.033 5.005 0.071
H -0.714 3.898 -0.333
C 6.645 -2.538 0.957
C 5.282 -2.152 0.479
C 4.193 -3.008 0.652
C 2.930 -2.682 0.197
C 1.807 -3.656 0.427
C 2.760 -1.443 -0.473
Se 1.162 -1.059 -1.284
C 3.848 -0.545 -0.639
C 3.712 0.788 -1.323
C 5.084 -0.925 -0.158
H 6.623 -3.446 1.555
H 7.093 -1.736 1.545
H 7.303 -2.708 0.102
H 4.344 -3.957 1.151
H 2.170 -4.527 0.969
H 1.370 -3.996 -0.512
H 1.012 -3.197 1.013
H 2.759 1.269 -1.110
H 3.783 0.669 -2.406
H 4.519 1.451 -1.016
H 5.927 -0.254 -0.281

Atomic forces in eV per Å
-0.6091 0.3210 -0.1339
0.1246 0.3178 0.0281
0.1308 -0.1422 0.4794
-0.0548 0.0747 -0.0664
-0.0673 -0.0406 0.0051
0.0201 0.0228 -0.0392
-0.0188 -0.0167 0.0588
-0.0375 0.0472 -0.1823
0.0408 0.0368 0.0010
0.0210 -0.1611 0.1520
-0.0099 0.0587 -0.0744
0.0289 0.0047 -0.0845
-0.0430 -0.0242 0.1658
-0.0080 -0.0675 -0.0692
-0.0103 0.0111 0.0709
-0.0058 0.0267 -0.0480
-0.0036 -0.0102 0.0138
-0.0373 -0.0099 0.0182
0.0590 -0.0006 -0.0250
-0.0366 -0.0134 0.0717
0.0269 0.0536 0.1466
0.0375 -0.0253 0.0283
-0.0001 0.0107 -0.0056
-0.0030 0.0034 0.0039
0.0094 -0.0042 -0.0024
0.0026 -0.0127 -0.0100
-0.0016 -0.0086 0.0025
0.0198 -0.0034 0.0045
-0.0215 0.0391 0.0175
0.0068 0.0023 -0.0019
-0.0001 0.0097 0.0100
-0.0013 -0.0043 0.0066
0.0046 0.0034 -0.0035
0.0072 -0.0020 0.0002
-0.0038 -0.0004 -0.0077
-0.0435 0.0251 -0.0025
-0.0307 0.2936 -0.0509
0.0216 -0.1527 0.0657
0.1248 -0.3257 -0.2796
-0.0040 -0.0030 0.0304
-0.0212 -0.0066 0.0151
0.0727 -0.0072 -0.0163
-0.0016 -0.0739 0.0273
0.0167 0.0351 -0.0114
-0.0257 -0.0045 -0.0070
-0.0014 0.0049 -0.0082
0.0334 -0.0019 -0.0056
-0.0520 0.0284 -0.0147
0.0282 0.0213 0.0153
0.0814 -0.0709 0.0377
0.0360 0.0563 -0.0583
0.1350 -0.1548 0.0131
0.0028 -0.1259 -0.3229
0.0737 0.0211 -0.0273
0.0193 -0.0551 0.0080
0.0221 -0.0120 0.0523
0.0020 0.0008 0.0054
-0.0060 0.0018 0.0065
-0.0038 -0.0103 -0.0033
0.0154 0.0002 0.0063
0.0062 0.0009 0.0064
-0.0055 0.0008 -0.0095
-0.0543 -0.0089 0.0129
0.0112 0.0297 -0.0157
-0.0339 0.0042 -0.0039
0.0049 -0.0022 0.0024
0.0092 -0.0048 0.0017

---

Entry 4:
Entry from OMol25: CH4INOS as an isolated structure at a distorted geometry (ωB97M-V/def2-TZVPD).

As for the total energy: -23573.20922 eV. The orbital gap is 7.771 eV. Its energy above the lowest of the compared OMol25 structures with the same formula, charge and spin is 20.88 kcal/mol. As for the strongest force on any atom: 4.0 eV/A.

Element x y z (Å)
C 0.542 0.032 -0.419
N 1.314 0.797 0.416
O -1.480 -2.271 0.133
S -1.502 -1.011 -0.556
I -2.515 0.871 0.659
H 0.890 -0.898 -0.718
H 0.145 0.522 -1.358
H 1.723 0.309 1.298
H 0.883 1.648 0.545

Atomic forces in eV per Å
-1.9982 0.2164 -2.8217
0.6586 -3.5723 1.6433
-0.2263 -1.6431 1.1030
1.5857 2.4605 -0.2685
-0.3522 0.1624 0.3294
1.3308 -1.6191 -0.0776
0.8935 0.1794 1.2549
-1.2284 1.3773 -2.1650
-0.6634 2.4384 1.0023

---

Entry 5:
Entry from OMol25: one molecule with the formula C19H26N4O4 at a distorted geometry (ωB97M-V/def2-TZVPD).

As for the total energy: -34273.17027 eV. The orbital gap is 8.958 eV. Its energy above the lowest of the compared OMol25 structures with the same formula, charge and spin is 134.93 kcal/mol. As for the SMILES: CN(CCCCN1CCOCC1)Cc1nc(-c2ccc3c(c2)OCO3)no1. As for the strongest force on any atom: 1.2 eV/A.

Element x y z (Å)
C -5.484 -0.788 -0.863
N -4.319 -0.111 -0.336
C -3.139 -0.967 -0.228
C -2.465 -0.780 1.143
C -0.939 -0.799 1.077
C -0.371 -2.184 0.770
N 0.978 -2.104 0.236
C 1.942 -1.575 1.186
C 3.306 -1.462 0.505
O 3.753 -2.709 0.025
C 2.818 -3.233 -0.887
C 1.442 -3.396 -0.242
C -4.062 1.115 -1.080
C -2.908 1.855 -0.511
N -1.661 1.730 -0.840
C -1.021 2.588 0.015
C 0.420 2.724 0.051
C 1.017 3.592 0.959
C 2.399 3.715 1.039
C 3.149 2.942 0.182
C 2.549 2.073 -0.735
C 1.189 1.940 -0.823
O 3.524 1.437 -1.457
C 4.754 1.931 -0.971
O 4.506 2.867 0.058
N -1.856 3.215 0.806
O -3.087 2.747 0.469
H -6.338 -0.112 -0.820
H -5.357 -1.123 -1.904
H -5.701 -1.652 -0.238
H -2.419 -0.734 -1.023
H -3.446 -2.007 -0.352
H -2.814 -1.546 1.836
H -2.787 0.181 1.547
H -0.603 -0.118 0.295
H -0.547 -0.439 2.031
H -0.416 -2.818 1.675
H -0.985 -2.657 0.000
H 1.627 -0.581 1.505
H 2.031 -2.227 2.074
H 4.062 -1.117 1.214
H 3.227 -0.754 -0.332
H 3.210 -4.200 -1.210
H 2.730 -2.562 -1.755
H 0.735 -3.772 -0.986
H 1.513 -4.131 0.581
H -3.838 0.915 -2.144
H -4.950 1.748 -1.009
H 0.382 4.171 1.610
H 2.870 4.383 1.741
H 0.720 1.269 -1.521
H 5.356 1.098 -0.574
H 5.304 2.421 -1.789

Atomic forces in eV per Å
-0.0030 0.0507 -0.0044
-0.1443 0.0747 -0.0725
0.0782 0.0150 0.3193
0.3872 0.0768 -0.1629
-0.0832 -0.2894 0.1656
0.0034 0.3041 -0.0352
0.0177 -0.1642 -0.0216
0.2653 0.0622 -0.1685
-0.2168 0.2254 0.2563
0.1410 -0.1188 0.0902
-0.3062 -0.2485 -0.0884
0.3040 0.0699 -0.1417
-0.2629 -0.1211 0.1016
0.6158 0.2193 -0.1290
-0.3446 -0.1643 -0.2975
-1.1390 0.0324 0.2040
0.5913 0.2192 0.1865
-0.1991 -0.1755 -0.1833
0.3767 -0.1018 -0.1223
-0.4392 -0.3230 -0.3242
0.1660 0.4261 0.4530
0.2032 0.0222 0.0107
-0.4870 -0.0265 -0.0750
1.1203 -0.3383 -0.4363
-0.2573 0.2856 0.3302
1.0756 0.4222 0.3645
-0.6580 -0.4646 -0.3872
-0.0846 -0.0247 -0.0329
-0.0219 -0.0312 -0.0317
-0.0660 -0.0545 -0.0352
-0.0046 -0.1057 -0.0465
-0.0100 0.0393 -0.0845
-0.0989 0.0139 0.0921
-0.0478 -0.0296 0.0285
0.0359 -0.0025 0.0219
0.0599 0.0579 -0.0115
-0.0270 -0.0360 -0.0579
-0.0276 -0.0802 0.0209
0.0295 0.0181 0.0553
-0.0262 0.0544 -0.0024
-0.0630 0.0526 -0.0355
0.0246 -0.0005 0.0936
-0.0657 0.0586 -0.0421
-0.0024 -0.0795 0.0236
0.0058 -0.0415 0.0113
-0.0223 0.0099 -0.0550
-0.0200 0.0873 0.1252
0.0604 -0.0330 -0.1201
-0.0358 0.0803 0.0985
0.0552 0.0948 0.0996
-0.0578 -0.1213 -0.1039
-0.2003 0.1715 -0.0323
-0.1944 -0.0680 0.1891

---

Entry 6:
Entry from OMol25: CH4BrN2 as an isolated structure at a distorted geometry (ωB97M-V/def2-TZVPD).

As for the total energy: -74113.86825 eV. The orbital gap is 8.886 eV. Its energy above the lowest of the compared OMol25 structures with the same formula, charge and spin is 93.30 kcal/mol. The charge is +1. As for the strongest force on any atom: 3.3 eV/A.

Element x y z (Å)
C 0.031 0.246 -1.269
N -0.423 -0.772 1.706
N 0.463 1.035 -1.973
Br 1.092 -0.013 0.958
H -0.661 -0.548 -1.188
H -1.255 -0.090 1.680
H 1.105 1.734 -2.194
H -0.354 -1.593 2.280

Atomic forces in eV per Å
0.0510 -0.6664 0.1988
-1.6778 2.2947 -1.5921
-0.2426 0.2123 -0.4791
-0.7914 -0.5912 0.7543
-0.6806 -0.8386 0.6929
2.0690 -1.8416 0.7236
1.0465 1.2935 -0.4963
0.2259 0.1374 0.1980

---

Question: Which of these has the lowest strongest force on any atom?
Answer: C28H32MnN2O3Se

---

Question: Which value of strongest force on any atom does entry 2 give?
Answer: 4.8 eV/A

---

Question: Which formula does entry 3 have?
Answer: C28H32MnN2O3Se

---

Question: Which of these has the highest strongest force on any atom?
Answer: C11H11BrF5NO10P2W